one) {
  "formula": "C5H13N2O",
  "method": "wB97M-V/def2-TZVPD",
  "species": ["C", "C", "C", "C", "C", "N", "N", "O", "H", "H", "H", "H", "H", "H", "H", "H", "H", "H", "H", "H", "H"],
  "xyz": [[-1.905, -0.700, -0.230], [-0.652, -1.557, -0.354], [-1.508, 0.665, -0.533], [0.584, 0.333, 0.447], [2.749, 1.044, -0.257], [-1.947, 1.830, -0.039], [0.348, -1.140, 0.733], [1.420, 0.522, -0.634], [-2.591, -1.012, -1.027], [-2.419, -0.761, 0.803], [-0.850, -2.698, -0.326], [-0.319, -1.174, -1.299], [-1.069, 0.775, -1.449], [1.021, 0.905, 1.368], [2.724, 2.184, -0.555], [3.481, 0.432, -0.861], [2.923, 0.917, 0.815], [-2.463, 1.998, 0.781], [-1.255, 2.553, -0.214], [-0.179, -1.206, 1.573], [1.220, -1.829, 0.758]],
  "lowdin_charge": [-0.163, -0.122, -0.166, -0.222, -0.050, 0.125, 0.054, -0.210, 0.143, 0.162, 0.169, 0.112, 0.109, 0.147, 0.130, 0.104, 0.070, 0.103, 0.129, 0.141, 0.236],
  "homo_lumo_gap_ev": 8.60,
  "charge": 1
}



two) {
  "formula": "C5H13N2O",
  "method": "wB97M-V/def2-TZVPD",
  "species": ["C", "C", "N", "C", "C", "N", "C", "O", "H", "H", "H", "H", "H", "H", "H", "H", "H", "H", "H", "H", "H"],
  "xyz": [[-0.776, -0.663, -2.136], [-1.274, 0.108, -1.145], [-2.588, 0.504, -1.189], [-0.601, 0.677, 0.114], [0.532, -0.151, 0.707], [1.377, -0.981, -0.174], [1.381, 0.686, 1.640], [2.121, -0.226, 2.477], [0.201, -1.047, -2.348], [-1.470, -0.921, -2.924], [-3.188, 1.065, -0.616], [-2.996, 0.381, -2.103], [-0.345, 1.748, -0.124], [-1.425, 0.796, 0.848], [0.039, -0.844, 1.463], [0.765, -1.618, -0.704], [2.099, -1.408, 0.420], [1.844, -0.349, -0.835], [2.044, 1.431, 1.146], [0.756, 1.318, 2.325], [1.504, -0.508, 3.159]],
  "lowdin_charge": [0.023, -0.395, 0.100, -0.089, -0.310, 0.233, -0.203, -0.055, 0.037, 0.068, 0.109, 0.104, 0.152, 0.137, 0.182, 0.143, 0.177, 0.185, 0.149, 0.153, 0.100],
  "smiles": "C=C(N)C[C@@H]([NH3+])CO",
  "homo_lumo_gap_ev": 8.89,
  "charge": 1
}



Most stable structure: two)



one) {
  "formula": "C16H19N3O4S2",
  "method": "wB97M-V/def2-TZVPD",
  "species": ["C", "O", "C", "C", "C", "N", "C", "S", "N", "C", "C", "C", "C", "C", "S", "N", "O", "O", "C", "C", "C", "C", "O", "C", "C", "H", "H", "H", "H", "H", "H", "H", "H", "H", "H", "H", "H", "H", "H", "H", "H", "H", "H", "H"],
  "xyz": [[4.910, -3.988, -0.682], [4.305, -3.362, 0.425], [3.269, -2.516, 0.212], [2.736, -2.217, -1.039], [1.665, -1.335, -1.135], [1.164, -1.037, -2.408], [-0.117, -0.744, -2.764], [-0.404, -0.017, -4.219], [-1.100, -1.148, -1.933], [-2.448, -0.628, -1.987], [-2.583, 0.523, -1.020], [-3.046, 0.311, 0.274], [-3.086, 1.356, 1.182], [-2.657, 2.607, 0.787], [-2.690, 3.955, 1.966], [-1.101, 4.108, 2.451], [-3.428, 3.542, 3.119], [-3.025, 5.165, 1.285], [-2.198, 2.840, -0.495], [-2.158, 1.793, -1.400], [1.134, -0.726, 0.000], [1.668, -1.032, 1.247], [1.230, -0.499, 2.420], [0.176, 0.430, 2.393], [2.722, -1.930, 1.350], [4.201, -4.623, -1.223], [5.344, -3.256, -1.371], [5.705, -4.607, -0.270], [3.131, -2.654, -1.941], [1.832, -0.990, -3.166], [-0.819, -1.597, -1.071], [-3.144, -1.433, -1.738], [-2.624, -0.296, -3.013], [-3.386, -0.672, 0.568], [-3.454, 1.229, 2.187], [-0.748, 3.348, 3.006], [-0.466, 4.435, 1.745], [-1.900, 3.838, -0.773], [-1.800, 1.954, -2.406], [0.353, 0.010, -0.107], [-0.743, -0.006, 1.986], [0.438, 1.321, 1.811], [0.008, 0.710, 3.432], [3.132, -2.163, 2.317]],
  "lowdin_charge": [-0.083, -0.071, -0.268, 0.035, -0.235, 0.047, -0.869, 0.643, 0.012, -0.163, -0.199, -0.032, -0.067, -0.288, 0.598, -0.054, -0.291, -0.284, -0.046, -0.011, 0.021, -0.260, -0.067, -0.084, 0.071, 0.097, 0.097, 0.095, 0.110, 0.126, 0.133, 0.127, 0.077, 0.118, 0.115, 0.054, 0.071, 0.118, 0.098, 0.105, 0.083, 0.093, 0.099, 0.132],
  "smiles": "COc1cc(NC(=S)NCc2ccc(S(N)(=O)=O)cc2)cc(OC)c1",
  "homo_lumo_gap_ev": 8.71,
  "charge": 0
}



two) {
  "formula": "C16H19N3O4S2",
  "method": "wB97M-V/def2-TZVPD",
  "species": ["C", "C", "C", "S", "C", "N", "N", "C", "O", "C", "C", "C", "C", "C", "C", "H", "H", "C", "H", "H", "H", "S", "O", "O", "N", "C", "H", "C", "H", "O", "C", "H", "C", "H", "H", "H", "H", "H", "H", "H", "H", "H", "H", "H"],
  "xyz": [[3.461, 0.968, -5.497], [2.767, 0.703, -4.127], [1.934, -0.331, -3.701], [1.512, -0.100, -2.171], [2.502, 1.258, -2.270], [3.242, 1.680, -3.279], [2.870, 2.301, -1.044], [2.422, 1.804, 0.245], [2.544, 2.741, 1.031], [1.847, 0.571, 0.655], [0.751, 0.317, 1.143], [0.241, -0.974, 1.352], [0.817, -1.967, 1.283], [2.345, -1.791, 1.162], [2.737, -0.631, 0.608], [3.866, -0.273, 0.403], [2.864, -2.492, 1.049], [0.465, -3.196, 1.829], [1.212, -4.167, 1.952], [-0.261, -3.531, 1.231], [0.014, -3.296, 2.759], [-1.420, -0.981, 1.913], [-1.593, -1.418, 3.341], [-2.058, -1.878, 0.989], [-2.182, 0.166, 1.605], [-2.914, 0.640, 0.392], [-2.417, 0.205, -0.523], [-4.257, 0.087, 0.461], [-4.770, 0.611, -0.582], [-5.067, 0.886, 1.441], [-4.401, 0.415, 2.709], [-5.084, 0.926, 3.311], [-2.997, 1.003, 2.772], [-2.591, 0.744, 3.542], [-2.983, 2.145, 2.576], [-4.358, -0.650, 3.002], [-4.387, -1.043, 0.403], [-2.741, 1.958, 0.250], [-0.048, 1.230, 1.085], [3.485, 2.999, -1.134], [1.515, -0.862, -4.351], [3.429, 2.076, -5.879], [3.166, 0.206, -6.322], [4.525, 0.944, -5.614]],
  "lowdin_charge": [-0.061, -0.401, -0.410, 1.170, -0.492, 0.134, 0.159, -0.416, 0.064, -0.282, -0.032, -0.294, -0.290, 0.084, -0.004, 0.178, -0.003, -0.043, 0.171, 0.046, 0.071, 0.593, -0.269, -0.271, -0.276, -0.201, 0.129, -0.212, 0.185, -0.149, -0.141, 0.105, -0.010, -0.005, 0.165, 0.143, 0.149, 0.221, 0.198, 0.063, -0.001, 0.104, 0.092, 0.040],
  "homo_lumo_gap_ev": 8.91,
  "charge": 0
}



Most stable structure: one)



one) {
  "formula": "C5H9NS",
  "method": "wB97M-V/def2-TZVPD",
  "species": ["C", "C", "C", "C", "C", "H", "H", "H", "H", "H", "H", "H", "H", "H", "N", "S"],
  "xyz": [[2.209, -1.471, 0.120], [1.939, 0.946, -0.032], [0.513, 1.556, -0.024], [0.137, 0.157, 0.402], [-1.065, -0.397, -0.271], [3.085, -1.419, -0.732], [1.725, -2.546, 0.187], [2.609, -1.143, 1.182], [2.471, 1.275, -0.860], [2.483, 0.961, 0.976], [0.128, 1.820, -1.033], [0.388, 2.360, 0.609], [0.449, 0.097, 1.467], [-0.745, -0.737, -1.356], [1.260, -0.332, -0.386], [-2.738, -0.193, 0.069]],
  "lowdin_charge": [-0.075, -0.187, -0.102, -0.445, -0.547, 0.122, 0.093, 0.084, 0.083, 0.135, 0.132, 0.080, 0.160, 0.107, -0.204, 0.564],
  "homo_lumo_gap_ev": 8.16,
  "charge": 0
}



two) {
  "formula": "C5H9NS",
  "method": "wB97M-V/def2-TZVPD",
  "species": ["C", "C", "N", "C", "C", "S", "C", "H", "H", "H", "H", "H", "H", "H", "H", "H"],
  "xyz": [[-1.526, -1.415, 0.138], [-0.410, -0.518, -0.396], [-0.652, 0.908, -0.024], [0.621, 1.624, 0.324], [1.578, 0.596, -0.288], [2.732, -0.783, 0.006], [0.942, -0.664, 0.243], [-1.405, -2.500, -0.071], [-2.493, -1.107, -0.217], [-1.565, -1.338, 1.231], [-0.340, -0.695, -1.451], [-1.144, 1.420, -0.748], [0.636, 2.536, -0.171], [0.722, 1.765, 1.403], [1.486, 0.741, -1.326], [0.817, -0.571, 1.349]],
  "lowdin_charge": [-0.063, -0.399, -0.014, -0.168, -0.533, 0.880, -0.543, 0.086, 0.062, 0.077, 0.128, 0.107, 0.083, 0.111, 0.076, 0.111],
  "smiles": "C[C@H]1NC[C@H]2S[C@H]12",
  "homo_lumo_gap_ev": 9.86,
  "charge": 0
}



Most stable structure: two)



one) {
  "formula": "CH4N3",
  "method": "wB97M-V/def2-TZVPD",
  "species": ["C", "N", "N", "N", "H", "H", "H", "H"],
  "xyz": [[-0.758, -0.044, -0.152], [2.769, -0.176, 0.032], [2.071, 0.470, 0.620], [-1.880, 0.483, -0.085], [-0.591, -1.188, -0.047], [3.133, -1.030, -0.423], [-2.691, -0.065, -0.016], [-2.053, 1.550, 0.071]],
  "lowdin_charge": [-0.077, 0.239, 0.295, 0.019, 0.051, 0.203, 0.092, 0.178],
  "homo_lumo_gap_ev": [6.71, 5.58],
  "charge": 1
}



two) {
  "formula": "CH4N3",
  "method": "wB97M-V/def2-TZVPD",
  "species": ["N", "C", "N", "N", "H", "H", "H", "H"],
  "xyz": [[1.421, -0.068, -0.099], [0.019, 0.043, 0.005], [-1.079, 0.836, 0.130], [-1.043, -0.679, 0.035], [2.006, 0.874, -0.061], [1.956, -0.858, -0.130], [-1.776, 1.203, -0.505], [-1.506, -1.352, 0.624]],
  "lowdin_charge": [0.251, -0.275, 0.215, 0.196, 0.208, 0.085, 0.151, 0.169],
  "smiles": "[NH2+]=C1NN1",
  "homo_lumo_gap_ev": 11.13,
  "charge": 1
}



three) {
  "formula": "CH4N3",
  "method": "wB97M-V/def2-TZVPD",
  "species": ["C", "N", "N", "N", "H", "H", "H", "H"],
  "xyz": [[-1.164, 0.058, -0.239], [2.937, 0.446, -0.372], [1.302, -1.019, 0.281], [2.196, -0.346, 0.056], [-1.484, 0.756, 0.507], [-1.737, -0.927, -0.134], [-0.301, 0.009, -0.751], [3.652, 0.948, -0.006]],
  "lowdin_charge": [0.557, 0.226, 0.189, -0.247, 0.085, 0.129, -0.022, 0.084],
  "homo_lumo_gap_ev": [6.00, 6.00],
  "charge": 1
}



Most stable structure: two)